Here is 13 unconnected molecules or ions with the total composition C6H36NO13 from OMol25. Energies are from the ωB97M-V functional and the def2-TZVPD basis.

Last column: natural (NBO) charge in e.
CARTESIAN COORDINATES (ANGSTROEM)
O: -1.0332 0.4904 2.1630  -1.105
O: -0.1392 -2.0364 1.2937  -1.099
O: -2.8351 -3.8337 0.0265  -0.992
O: 0.6012 -2.1674 3.8521  -1.008
O: -1.1514 3.6594 2.1678  -0.953
O: 1.9065 -1.1709 -0.8127  -0.998
O: 4.1993 0.8616 -1.3381  -0.961
O: -2.2246 -1.1339 0.3825  -0.874
O: 1.9783 0.9855 2.0057  -0.991
O: -0.8719 0.1631 5.1460  -0.988
O: 2.7656 3.3462 2.0275  -0.971
O: 1.1152 -2.9479 -3.1959  -0.952
O: 4.3340 -0.5248 0.9310  -0.968
N: -0.4349 0.8149 -1.8733  -0.495
C: -0.2493 2.2433 -1.7607  -0.404
C: -2.6393 0.8558 -2.6475  -0.418
C: -1.7683 0.5087 -1.3321  -0.067
C: -1.8973 -0.9408 -0.9328  -0.089
C: -0.2887 0.2804 -3.2062  -0.240
C: -1.6913 0.0801 -3.7920  -0.439
H: 0.7569 2.5995 -1.8459  0.206
H: 4.3060 0.5879 -0.4758  0.479
H: -2.0747 1.1922 -0.4647  0.233
H: -1.7473 0.6102 2.7599  0.461
H: 0.4939 -0.5115 -3.3412  0.220
H: 1.6587 -2.3186 -2.6510  0.488
H: 0.2866 -1.2689 1.6893  0.454
H: 0.2804 -2.4533 2.9920  0.502
H: -0.8019 2.7572 -2.5635  0.154
H: 0.0910 -1.3470 4.1583  0.470
H: -1.5702 -0.2286 1.3972  0.523
H: -0.6949 2.5789 -0.7714  0.205
H: -1.1474 -1.7936 0.8403  0.507
H: 1.7544 -1.8038 -0.1215  0.487
H: -3.6457 0.4246 -2.6114  0.203
H: 3.6991 0.1716 -1.7104  0.461
H: -2.5588 -4.3424 0.9168  0.469
H: -2.2178 -0.9026 -3.7459  0.214
H: 1.3525 -3.7595 -2.8190  0.460
H: -0.4676 0.5495 4.2840  0.508
H: 0.1144 1.1626 -3.8136  0.185
H: 1.3579 0.7605 1.2374  0.505
H: -1.5409 -0.5436 5.0594  0.488
H: -2.9672 -2.8709 0.1960  0.506
H: -2.7951 -1.2367 -1.4849  0.149
H: 2.4632 3.4554 2.9826  0.457
H: -1.0668 -1.6093 -1.3207  0.177
H: -1.7962 0.5219 -4.7492  0.203
H: 2.6983 2.4254 1.8145  0.490
H: -0.5279 4.4131 2.1269  0.469
H: 1.4852 0.3592 2.7066  0.508
H: 0.9977 -0.7933 -0.7916  0.507
H: 3.7097 -1.2009 0.5430  0.485
H: -0.6942 2.9092 1.8944  0.485
H: 3.8298 -0.0250 1.5829  0.497
H: -2.6969 1.9972 -3.0041  0.196

The calculation puts the molecular weight at 330.348 g/mol. Its HOMO energy is -6.0 eV. As for the charge: -1. As for the frontier orbital gap: 8.57 eV. As for the electronic energy: -1283.04324 Ha. Its LUMO energy is 2.544 eV.

---

Here is 12 unconnected molecules or ions with the total composition C6H37NO12 from OMol25. Energies are from the ωB97M-V functional and the def2-TZVPD basis.

Last column: natural (NBO) charge in e.
CARTESIAN COORDINATES (ANGSTROEM)
O: -1.6220 -1.5567 -2.8857  -0.961
O: -2.9077 0.5637 -1.6693  -0.948
O: -2.7339 2.3895 1.1661  -0.957
O: 2.6375 -0.3338 -4.6666  -0.940
O: -0.4751 4.6059 -2.1936  -0.935
O: 1.1024 -4.3383 0.9598  -0.950
O: 2.2254 0.8592 -1.6810  -0.741
O: 1.4577 1.8257 -4.3203  -0.978
O: -2.4598 -1.6093 1.1518  -0.993
O: -1.1092 -2.6761 3.3525  -0.958
O: -0.3085 3.4615 0.7144  -0.960
O: -4.8669 0.0449 0.6170  -0.989
N: 0.1186 -1.6349 -0.0419  -0.873
C: 1.8176 -0.3264 1.1049  -0.198
C: 1.3331 -0.9340 -0.2314  -0.063
C: 0.7299 0.2533 2.0906  -0.416
C: 2.7384 -1.4228 1.7265  -0.628
C: 1.4762 1.1498 3.2315  -0.608
C: 1.1008 0.2239 -1.1850  -0.069
H: -2.4969 1.4702 1.2316  0.471
H: 0.4441 4.6370 -1.9624  0.464
H: -0.6015 -2.9044 2.5081  0.486
H: -0.1801 -1.9612 -0.8694  0.376
H: 2.3658 1.7109 2.7121  0.198
H: 1.6693 0.9895 -4.8762  0.487
H: 2.8723 1.1987 -1.0709  0.479
H: 0.8733 1.9611 3.5274  0.214
H: 0.0912 -0.4784 2.6192  0.201
H: -4.2506 -0.5824 1.1535  0.506
H: 3.7268 -1.1981 1.4674  0.213
H: -2.4176 -1.8257 2.1089  0.505
H: 2.2070 -1.0377 -4.1492  0.484
H: 2.3976 0.6200 0.7035  0.180
H: -0.5994 -1.1278 0.2534  0.365
H: 3.1676 0.1953 -4.1266  0.496
H: -2.0620 -1.7554 -3.7213  0.471
H: 0.0688 0.9326 1.5153  0.216
H: 2.1172 -1.6835 -0.6188  0.188
H: -1.8962 -0.7143 -2.7261  0.486
H: 0.1012 4.2252 1.1690  0.462
H: -5.5331 -0.4939 0.2101  0.479
H: 1.9064 0.5896 4.0657  0.207
H: -0.4447 -2.2967 3.9332  0.483
H: 2.6409 -1.3417 2.7303  0.200
H: -3.6826 2.3879 1.0197  0.495
H: 0.8929 -3.4513 0.6846  0.474
H: 0.4895 -0.2665 -2.1398  0.164
H: 0.5421 0.9997 -0.7758  0.174
H: 2.6285 -2.4734 1.4504  0.220
H: -2.3255 0.7017 -0.8405  0.475
H: -1.8290 -2.3107 0.8195  0.487
H: -3.7212 0.3847 -1.3629  0.480
H: 1.7317 -4.4892 0.1672  0.462
H: -0.7997 3.8510 -1.7469  0.473
H: -1.1164 3.5323 1.3392  0.495
H: 0.7680 1.4598 -3.6428  0.455

The calculation puts the molecular weight at 315.357 g/mol. Its HOMO energy is -9.8 eV. As for the frontier orbital gap: 9.82 eV. As for the electronic energy: -1208.30638 Ha. As for the SMILES: CC[C@@H](C)[C@@H](N)CO.O.O.O.O.O.O.O.O.O.O.O. Its LUMO energy is 0.059 eV.

---

Here is 17 unconnected molecules or ions with the total composition C6H38BClNO19P from OMol25. Energies are from the ωB97M-V functional and the def2-TZVPD basis.

Last column: natural (NBO) charge in e.
CARTESIAN COORDINATES (ANGSTROEM)
Cl: 0.1568 -2.8515 4.4142  -0.289
P: -1.6509 -1.9911 3.7084  0.774
O: -4.1247 -4.9514 6.1237  -0.946
O: 5.1874 -3.2141 1.6149  -0.939
O: -1.6979 7.8151 -5.4841  -0.966
O: -1.5749 8.3585 -1.3819  -0.966
O: 0.2093 1.3982 -0.2814  -0.934
O: 3.4816 -1.3326 -2.2235  -0.940
O: -2.3240 4.3992 1.5202  -0.958
O: -2.8013 -3.2866 3.8628  -0.989
O: 5.8049 -7.3582 -1.8793  -0.947
O: -1.7822 8.7472 -8.2258  -0.951
O: -1.2421 -5.5738 5.0221  -0.955
O: -2.3562 1.0624 2.3057  -0.261
O: -3.3988 -3.1771 -0.9947  -0.936
O: 2.4205 -4.1073 -3.7075  -0.956
O: -0.2561 6.1758 -3.4919  -0.950
O: 3.1684 -6.1745 -1.8509  -0.979
O: -1.9346 7.6378 1.4038  -0.963
O: -2.2083 -0.6379 1.0694  -0.578
O: -0.5054 7.2594 4.2732  -0.945
N: -2.9544 0.0785 1.9857  0.420
C: -0.1378 -2.3586 1.1053  -0.439
C: 2.2004 -3.7862 -0.1181  -0.149
C: 0.8221 -4.5398 -0.0545  -0.241
C: -0.3826 -3.8008 0.5830  -0.221
C: 1.2066 -1.5885 1.0164  -0.232
C: 2.4190 -2.3396 0.3748  -0.227
B: -1.3906 -1.5823 1.8225  0.654
H: 3.4620 -7.0015 -2.2537  0.482
H: -0.1987 6.4293 3.8894  0.463
H: -0.5342 -6.1691 4.7463  0.483
H: -2.1895 3.4470 1.6144  0.487
H: -3.2273 -2.4280 -0.4104  0.468
H: -1.8860 -6.1550 5.4479  0.480
H: 2.7437 -0.7258 -2.0787  0.476
H: -2.8912 7.7325 1.3098  0.481
H: -1.0052 7.6774 3.5584  0.480
H: -2.5407 9.3292 -8.0991  0.457
H: 5.6461 -2.7556 2.3295  0.469
H: -2.8685 -2.9875 -1.7786  0.472
H: 4.7102 -3.9250 2.0611  0.475
H: -3.2801 4.4916 1.4264  0.473
H: -2.4021 -3.9411 4.5027  0.533
H: 3.3937 -1.7580 0.3234  0.250
H: 1.2643 -0.5133 1.4156  0.215
H: -4.4217 -4.0437 5.9804  0.481
H: -1.8609 7.5568 -1.8372  0.458
H: -1.4010 -4.3253 0.6493  0.249
H: 2.9670 -3.9202 -4.4802  0.477
H: 6.5404 -7.0150 -2.4006  0.469
H: -1.4672 8.0783 -0.4593  0.495
H: -2.4575 8.3970 -5.3539  0.473
H: -1.8018 6.6838 1.4977  0.496
H: 2.6534 -5.7420 -2.5477  0.495
H: 3.1082 -4.3273 -0.5539  0.246
H: -4.2480 -5.3752 5.2649  0.469
H: 0.2860 6.0940 -4.2872  0.481
H: 0.6678 1.8588 0.4322  0.466
H: -1.6154 7.3458 -4.6417  0.489
H: 1.9774 -3.2693 -3.5253  0.487
H: -1.7002 8.2791 -7.3816  0.487
H: 5.7174 -6.7271 -1.1539  0.479
H: -0.2677 0.6878 0.1667  0.471
H: -0.1890 7.1127 -3.2581  0.478
H: 0.6987 -5.6071 -0.4643  0.247
H: 4.2631 -0.7692 -2.1629  0.471

The calculation puts the molecular weight at 505.597 g/mol. Its HOMO energy is -8.4 eV. As for the frontier orbital gap: 6.82 eV. As for the electronic energy: -2561.92627 Ha. Its LUMO energy is -1.620 eV.

---

Here is 13 unconnected molecules or ions with the total composition C6H38N2O12 from OMol25. Energies are from the ωB97M-V functional and the def2-TZVPD basis.

Last column: natural (NBO) charge in e.
CARTESIAN COORDINATES (ANGSTROEM)
O: -0.1439 2.0733 -1.3128  -1.017
O: 2.7202 -0.4441 -1.8831  -0.991
O: 2.9611 -2.3082 2.4178  -0.969
O: -2.2323 -3.2660 2.7593  -0.930
O: 2.4752 3.6569 -0.0455  -0.954
O: 2.5089 2.2568 -2.2225  -1.000
O: 1.5063 -0.7743 -4.6483  -0.966
O: -2.9483 2.2757 -1.2339  -0.959
O: -0.5398 0.6077 -3.6493  -0.944
O: 2.1651 1.1934 0.9327  -0.949
O: -3.3793 -1.3501 -0.9981  -0.960
O: -3.4937 0.7316 1.0864  -1.003
N: 0.8655 -2.6183 -1.9147  -0.839
N: 0.3173 -1.3236 1.1523  -0.686
C: 0.6551 -3.2104 -0.5676  -0.241
C: -1.3644 2.5808 2.2686  -0.407
C: -0.7399 -0.3530 1.5636  -0.245
C: -0.1866 0.4296 2.7413  -0.472
C: -0.2619 -2.3626 0.3386  -0.246
C: -1.1825 1.4971 3.0258  -0.194
H: 1.0695 -0.7254 0.8204  0.388
H: 3.0543 1.5557 0.9600  0.471
H: 0.3084 -4.2341 -0.3772  0.208
H: 1.7622 -1.5508 -4.1279  0.493
H: -0.6745 -3.0866 1.0963  0.171
H: 3.3563 -0.8669 -1.3034  0.478
H: 0.0012 1.0283 -4.3212  0.484
H: -4.2317 0.8504 1.7057  0.486
H: 0.6416 -1.6309 -1.8420  0.353
H: 1.5481 2.3186 -2.0639  0.500
H: 2.8675 3.7946 0.8316  0.478
H: -1.5736 -3.9497 2.6094  0.469
H: 2.1130 -2.1563 1.9786  0.490
H: -1.1731 -2.1409 -0.2482  0.197
H: 0.0361 -0.0976 -3.3387  0.486
H: -3.4706 -2.2273 -0.5932  0.473
H: 3.1889 -1.5358 2.9444  0.467
H: 1.5392 3.8238 0.1013  0.492
H: 2.7178 0.5213 -1.7119  0.483
H: 1.7020 -3.1583 -0.2062  0.190
H: 0.1420 -2.8979 -2.5793  0.350
H: -1.6927 -2.5387 3.1094  0.469
H: -0.1653 -0.2154 3.6591  0.195
H: -0.7761 2.7961 -1.4114  0.498
H: 0.8471 0.7376 2.5777  0.257
H: -1.6687 1.4059 4.0165  0.207
H: -0.8356 2.7725 1.3520  0.199
H: 2.0687 1.0500 -0.0199  0.482
H: 2.9546 2.7335 -1.5127  0.499
H: -2.6361 0.8071 1.5007  0.505
H: -3.9542 -0.7233 -0.5447  0.491
H: -0.7771 0.5086 0.8163  0.181
H: -1.7167 -0.8313 1.5642  0.226
H: -0.3908 1.4552 -2.0437  0.511
H: -3.7032 2.2482 -0.6365  0.481
H: -2.4375 1.5295 -0.8933  0.478
H: -1.8729 3.4431 2.6642  0.204
H: 2.1300 -0.1051 -4.3432  0.481

The calculation puts the molecular weight at 330.372 g/mol. Its HOMO energy is -8.8 eV. As for the frontier orbital gap: 8.74 eV. As for the electronic energy: -1263.70369 Ha. Its LUMO energy is -0.090 eV.